{"formula": "C25H42BrNOP2Pd", "method": "ωB97M-V/def2-TZVPD", "multiplicity": 1, "homo_lumo_gap_ev": 7.11, "lumo_energy_ev": -0.69, "de_lowest_kj_mol": 0.00, "elements": ["C", "H", "H", "C", "H", "H", "H", "H", "H", "H", "H", "H", "H", "C", "H", "C", "C", "H", "C", "H", "H", "H", "C", "H", "H", "C", "C", "H", "C", "H", "H", "H", "C", "Pd", "C", "P", "C", "H", "H", "P", "H", "H", "C", "C", "H", "H", "H", "C", "C", "H", "C", "C", "H", "H", "H", "C", "H", "H", "H", "C", "H", "Br", "H", "H", "H", "C", "H", "O", "C", "C", "C", "H", "N"], "positions_angstrom": [[1.851, 0.930, -1.896], [-1.422, -0.876, -2.640], [-5.164, -2.339, -3.453], [-5.184, -0.530, 0.960], [-7.080, 1.259, -2.173], [4.378, -2.062, 2.164], [8.196, -3.655, 3.448], [0.994, -1.788, -1.872], [-0.194, 3.512, -4.692], [0.093, -2.636, -3.133], [1.420, -1.548, -3.582], [-6.169, -3.210, -2.282], [6.146, 0.061, 5.933], [2.545, 2.236, -1.501], [-0.088, -1.758, 0.631], [-5.038, 0.851, -1.521], [1.921, -1.519, 1.449], [2.187, 0.617, -2.897], [6.569, -0.745, 5.341], [-4.547, -3.799, -2.673], [-0.648, 3.191, -2.072], [-6.571, 2.270, -0.814], [-5.144, -2.895, -2.509], [-4.303, 1.284, -0.818], [-5.962, 2.606, -2.440], [1.327, 1.238, 1.495], [5.980, -1.132, 4.116], [-3.588, -1.612, -1.642], [0.581, -1.685, -2.885], [-4.392, -2.706, -0.483], [-7.178, -1.218, 1.506], [3.219, 1.494, 2.529], [-6.140, -1.348, 1.837], [-1.147, 0.769, -0.134], [0.684, -1.092, 0.993], [0.030, 0.915, -2.001], [2.817, -0.590, 2.023], [8.191, -1.110, 6.723], [-0.554, -0.185, -4.016], [-5.659, -0.715, -0.801], [1.075, 2.285, 1.414], [0.879, 2.110, -4.528], [7.719, -1.407, 5.787], [-4.549, -2.066, -1.363], [4.368, 0.341, 4.120], [-5.911, -2.419, 1.808], [-5.229, 0.541, 1.205], [-6.227, 1.802, -1.745], [-0.432, -0.539, -2.984], [1.190, 3.571, -3.585], [6.620, -2.172, 3.398], [-0.516, 2.430, -2.859], [-1.513, 2.173, -3.246], [-4.543, 0.606, -2.473], [6.267, -2.495, 2.420], [7.735, -2.809, 3.963], [3.353, 2.038, -0.782], [2.123, 0.136, -1.187], [0.166, 4.731, 0.232], [0.461, 0.282, 0.989], [-0.514, 3.362, 0.574], [-2.641, 2.376, 1.099], [3.011, 2.708, -2.377], [-4.140, -0.859, 1.058], [1.863, 2.961, -1.032], [2.519, 0.789, 2.070], [-6.078, -1.021, 2.879], [0.314, 3.773, 0.213], [0.398, 2.927, -3.979], [4.048, -1.103, 2.569], [4.745, -0.546, 3.596], [2.203, -2.571, 1.411], [8.275, -2.415, 5.114]]}

{"formula": "C3H6S3", "method": "ωB97M-V/def2-TZVPD", "multiplicity": 1, "smiles": "S=C(CS)CS", "homo_lumo_gap_ev": 8.26, "lumo_energy_ev": -0.67, "de_lowest_kj_mol": 68.17, "elements": ["C", "S", "S", "H", "H", "H", "H", "H", "C", "C", "H", "S"], "positions_angstrom": [[-0.974, 0.439, 0.776], [-2.066, -0.978, 0.252], [1.568, 0.106, 1.787], [1.890, -0.762, -0.806], [0.247, -1.264, -1.001], [-3.222, -0.334, -0.010], [-1.243, 0.636, 1.801], [-1.252, 1.307, 0.126], [0.864, -0.418, -0.776], [0.473, 0.038, 0.587], [-0.707, 0.804, -2.041], [0.630, 0.825, -2.138]]}

{"formula": "C29H33N7OSe2Ti", "method": "ωB97M-V/def2-TZVPD", "multiplicity": 3, "homo_lumo_gap_ev": [5.76, 6.67], "lumo_energy_ev": [-0.10, -0.44], "de_lowest_kj_mol": 200.71, "elements": ["C", "C", "C", "C", "C", "N", "H", "H", "C", "C", "C", "H", "C", "H", "H", "N", "C", "C", "C", "H", "H", "C", "C", "H", "C", "H", "H", "H", "N", "C", "C", "C", "N", "H", "H", "Ti", "H", "H", "H", "H", "O", "C", "H", "C", "H", "H", "H", "C", "C", "H", "H", "C", "H", "N", "H", "C", "C", "N", "C", "C", "H", "H", "H", "C", "H", "H", "Se", "C", "N", "H", "Se", "H", "H"], "positions_angstrom": [[17.176, 8.263, 8.416], [9.546, 10.567, 8.914], [16.735, 7.024, 10.893], [14.486, 8.229, 11.009], [10.191, 11.864, 15.008], [11.445, 10.601, 13.450], [10.683, 13.158, 7.019], [10.181, 12.024, 12.808], [10.763, 11.254, 16.137], [10.194, 11.802, 8.580], [12.029, 9.953, 14.493], [13.651, 8.441, 14.655], [9.913, 12.433, 7.380], [8.698, 12.460, 5.588], [9.000, 17.036, 14.608], [7.147, 16.124, 14.699], [14.393, 13.568, 10.432], [10.543, 11.518, 13.680], [4.559, 15.196, 16.987], [9.061, 15.263, 14.839], [8.479, 15.920, 13.221], [6.045, 16.511, 13.903], [12.959, 8.978, 14.067], [12.472, 9.947, 16.583], [15.972, 8.463, 9.132], [6.063, 16.702, 12.811], [15.147, 10.770, 12.266], [17.331, 8.809, 7.459], [5.333, 15.658, 15.851], [17.921, 6.817, 10.223], [8.545, 16.063, 14.328], [6.750, 15.587, 15.868], [14.255, 8.112, 12.314], [16.202, 12.234, 12.339], [15.356, 9.979, 7.858], [12.187, 10.234, 11.449], [9.335, 12.530, 15.070], [13.510, 14.164, 10.152], [5.092, 14.540, 17.669], [4.300, 15.992, 17.687], [13.139, 11.777, 11.275], [4.979, 16.331, 14.693], [15.174, 14.373, 10.488], [14.263, 12.625, 11.632], [3.947, 16.459, 14.533], [14.560, 12.883, 9.551], [19.178, 7.259, 8.541], [15.731, 7.838, 10.339], [8.106, 10.850, 6.936], [15.877, 11.571, 10.757], [10.313, 11.535, 17.103], [15.466, 11.700, 11.752], [18.635, 6.123, 10.557], [14.994, 9.373, 8.580], [16.470, 6.392, 11.720], [8.893, 11.969, 6.572], [13.837, 9.606, 9.179], [13.546, 9.036, 10.332], [18.160, 7.399, 8.982], [14.002, 13.365, 12.939], [3.615, 14.709, 16.677], [7.287, 10.512, 6.290], [13.028, 10.094, 8.587], [8.488, 10.158, 8.063], [8.076, 9.182, 8.304], [14.863, 13.998, 13.126], [7.791, 14.998, 17.315], [11.763, 10.328, 15.868], [13.171, 8.947, 12.737], [13.182, 14.049, 12.796], [10.045, 9.420, 10.432], [13.819, 12.583, 13.734], [10.930, 12.113, 9.267]]}

{"formula": "C22H58N4O9S5", "method": "ωB97M-V/def2-TZVPD", "multiplicity": 2, "charge": 1, "homo_lumo_gap_ev": [7.57, 2.86], "lumo_energy_ev": [-2.71, -7.43], "elements": ["C", "O", "N", "H", "H", "C", "S", "H", "N", "H", "H", "C", "H", "C", "S", "H", "H", "H", "C", "H", "H", "C", "H", "H", "H", "H", "H", "H", "H", "C", "H", "O", "H", "S", "H", "S", "H", "H", "O", "H", "C", "H", "S", "H", "H", "H", "O", "C", "H", "H", "C", "H", "C", "H", "C", "C", "H", "C", "H", "H", "H", "H", "H", "H", "H", "C", "H", "C", "H", "H", "H", "H", "H", "H", "H", "H", "C", "O", "O", "C", "C", "C", "H", "H", "H", "O", "C", "H", "H", "N", "C", "O", "O", "H", "N", "H", "H", "H"], "positions_angstrom": [[4.442, 4.210, 1.013], [-2.560, 0.473, -5.554], [3.177, -3.269, -1.214], [-0.168, 4.577, -1.459], [1.893, -3.916, 2.259], [2.672, -2.496, -0.226], [-2.023, -0.348, -4.366], [1.842, 4.230, 2.704], [0.075, -0.035, 1.374], [6.493, 1.294, 3.729], [-6.811, 1.633, -1.874], [-5.132, 0.988, 0.535], [4.463, 3.933, 2.067], [-1.070, 0.456, 0.859], [-4.465, -3.524, -0.226], [-5.578, 2.332, -3.043], [1.910, 0.661, 2.111], [-6.189, 0.835, 0.753], [1.307, -3.486, 3.071], [-1.055, 3.047, -1.989], [-1.998, -3.319, 4.707], [-1.558, -0.324, -0.359], [-2.477, -2.507, 1.003], [-3.576, 3.343, -4.958], [2.989, -1.304, 1.459], [-0.382, -1.627, -5.758], [7.216, 3.139, 2.295], [-3.461, -4.705, -2.235], [-3.142, 2.437, -3.475], [-1.944, 5.064, -2.593], [1.806, -3.998, 3.894], [-1.936, 6.223, -2.154], [-3.727, -2.108, -4.534], [-0.431, -3.894, 2.971], [4.511, -1.689, 0.633], [2.985, 5.307, 0.866], [1.543, -2.422, 3.047], [-0.472, -3.872, 5.425], [-0.377, -5.434, 3.126], [6.744, 2.188, 0.928], [3.973, -4.443, -1.016], [3.805, -2.928, 1.567], [-4.830, 2.378, -0.716], [-5.471, 0.707, -2.439], [-2.747, -5.278, -0.721], [-1.922, -2.459, -5.628], [-5.671, 3.529, -0.237], [-1.221, -1.823, -5.089], [4.702, -4.458, -1.826], [-3.972, -2.200, 1.828], [-3.535, -1.303, -3.825], [0.497, 1.522, 2.763], [1.707, 4.186, 1.624], [-2.647, -0.340, -0.312], [-3.188, -4.416, -1.220], [4.954, 0.871, 2.504], [-4.537, 1.098, 1.441], [0.881, 0.551, 2.451], [-3.372, 5.377, -3.906], [4.588, -4.331, -0.123], [-3.218, -3.756, 1.991], [3.327, 0.577, 3.767], [0.697, 4.491, 1.349], [0.502, -0.605, 0.658], [-1.147, -1.333, -0.371], [-2.881, 3.275, -4.121], [8.089, 1.701, 1.980], [-3.429, -2.964, 1.273], [4.358, 3.259, 0.487], [-4.837, 0.026, 0.115], [2.560, -3.253, -2.014], [1.947, 3.150, 1.385], [-2.349, -3.741, -1.391], [3.431, -5.386, -0.951], [-1.128, 0.175, -1.227], [-1.871, 3.063, -4.472], [3.539, -2.083, 0.931], [4.521, 0.907, 1.393], [2.684, 5.373, -0.636], [-0.830, 4.097, -2.179], [-0.912, -3.248, 4.647], [7.079, 2.110, 1.962], [4.040, -0.918, 3.240], [-3.394, -1.742, -2.837], [-0.865, -2.342, -4.199], [1.549, -2.009, -0.400], [-5.763, 1.720, -2.160], [0.831, -0.151, 3.284], [-4.424, -0.674, -3.779], [6.146, 1.390, 2.785], [4.284, 0.088, 3.582], [-4.812, -2.194, -0.900], [-1.719, 1.403, 1.347], [5.341, 4.788, 0.799], [-2.859, 4.624, -3.472], [-0.769, -2.174, 4.764], [4.903, -0.017, 4.472], [-0.149, 4.044, -3.029]]}

Quick rundown of total energy, same order as above: -4492.37654 -1312.43415 -7235.73620 -3759.69148 hartree